The following is a DFT calculation (ωB97M-V with the def2-TZVPD basis set) of a 7-piece molecular cluster, C44H45BrF6N2O2 overall.

orbital gap	9.316	eV
molar mass	827.75	g/mol
HOMO	-8.72	eV

Each line ends with the Mulliken charge.
Positions of all 100 atoms, in Å:
C 2.251 4.018 0.106  -1.32
C 2.521 5.502 -0.146  -0.35
N 3.620 5.666 -1.099  -0.13
C 4.526 6.829 -1.014  0.80
C 5.728 6.355 -0.180  -1.22
N 6.802 7.306 0.032  -0.08
C 6.931 7.795 1.397  -1.08
C 4.922 7.164 -2.454  0.07
O 5.879 6.801 -3.064  -0.61
O 3.968 7.949 -3.016  -0.40
C 2.999 8.317 -2.019  -0.55
C 3.719 8.105 -0.686  -0.05
Br 4.788 9.722 -0.380  -0.13
H 1.268 3.878 0.566  0.39
H 2.283 3.459 -0.833  0.33
H 2.994 3.591 0.783  0.28
H 1.596 5.976 -0.503  0.26
H 2.809 5.975 0.796  0.39
H 3.310 5.503 -2.049  0.35
H 6.107 5.495 -0.741  0.35
H 5.341 5.949 0.768  0.40
H 7.673 6.895 -0.273  0.27
H 7.555 8.694 1.419  0.29
H 5.946 8.078 1.774  0.35
H 7.360 7.055 2.090  0.33
H 2.122 7.669 -2.116  0.21
H 2.709 9.353 -2.188  0.46
H 3.080 8.034 0.188  0.40
F 1.741 2.232 2.816  -0.29
C 0.709 1.395 3.064  0.47
C 0.289 1.226 4.367  -0.55
C -0.774 0.366 4.609  -0.31
C -1.391 -0.302 3.560  -0.65
C -0.945 -0.111 2.260  -0.24
C 0.116 0.745 2.001  -0.42
H 0.788 1.756 5.167  0.42
H -1.120 0.220 5.624  0.36
H -2.218 -0.972 3.753  0.41
H -1.424 -0.636 1.444  0.36
H 0.483 0.911 0.997  0.44
F -3.132 -2.593 1.826  -0.42
C -2.498 -3.779 1.635  0.16
C -2.193 -4.149 0.343  -0.28
C -1.584 -5.378 0.133  -0.25
C -1.283 -6.201 1.210  -0.52
C -1.598 -5.795 2.501  -0.50
C -2.218 -4.573 2.726  -0.34
H -2.448 -3.493 -0.479  0.47
H -1.345 -5.689 -0.874  0.38
H -0.807 -7.156 1.040  0.42
H -1.366 -6.436 3.342  0.41
H -2.481 -4.240 3.721  0.44
F 10.321 12.295 -5.216  -0.32
C 9.363 11.412 -4.855  0.31
C 9.617 10.548 -3.809  -0.49
C 8.626 9.647 -3.444  -0.33
C 7.413 9.618 -4.118  -0.15
C 7.189 10.502 -5.164  -0.41
C 8.167 11.411 -5.544  -0.48
H 10.570 10.586 -3.300  0.42
H 8.800 8.961 -2.625  0.38
H 6.652 8.914 -3.815  0.26
H 6.245 10.483 -5.694  0.38
H 8.015 12.109 -6.355  0.42
F -8.567 -5.358 -0.761  -0.34
C -8.099 -4.354 0.017  0.32
C -8.983 -3.398 0.474  -0.65
C -8.492 -2.381 1.281  -0.22
C -7.146 -2.335 1.620  -0.76
C -6.283 -3.312 1.143  -0.08
C -6.756 -4.329 0.329  -0.46
H -10.028 -3.456 0.201  0.43
H -9.170 -1.623 1.651  0.36
H -6.771 -1.543 2.254  0.42
H -5.233 -3.291 1.394  0.40
H -6.093 -5.099 -0.043  0.57
F -0.484 -7.968 -1.554  -0.39
C -1.599 -8.722 -1.694  0.40
C -1.739 -9.849 -0.911  -0.39
C -2.891 -10.610 -1.054  -0.36
C -3.875 -10.234 -1.957  -0.60
C -3.705 -9.093 -2.729  -0.38
C -2.556 -8.325 -2.605  -0.38
H -0.958 -10.121 -0.213  0.45
H -3.022 -11.497 -0.449  0.39
H -4.774 -10.827 -2.056  0.42
H -4.470 -8.797 -3.435  0.39
H -2.402 -7.431 -3.194  0.44
F -4.542 -6.862 0.808  -0.07
C -5.231 -7.896 1.336  0.45
C -4.576 -8.771 2.178  -0.34
C -5.293 -9.834 2.709  -0.45
C -6.636 -10.004 2.399  -0.61
C -7.271 -9.100 1.558  -0.45
C -6.567 -8.033 1.019  -0.41
H -3.529 -8.618 2.400  0.42
H -4.797 -10.533 3.371  0.38
H -7.187 -10.834 2.820  0.39
H -8.320 -9.219 1.322  0.40
H -7.041 -7.312 0.366  0.36


The following is a DFT calculation (ωB97M-V with the def2-TZVPD basis set) of C44H45Cl5N6O5STi as an isolated structure.

multiplicity	3
net charge	-2
orbital gap (alpha / beta)	3.771 / 6.828	eV
molar mass	995.08	g/mol
HOMO (alpha / beta)	-0.04 / -3.10	eV

Each line ends with the Löwdin spin population.
Positions of all 107 atoms, in Å:
Ti 0.283 1.773 -0.047  0.96
O -4.392 5.472 1.641  0.01
C -3.391 4.578 1.325  0.07
C -3.654 3.387 0.711  0.08
C -2.565 2.521 0.423  0.21
N -1.286 2.934 0.702  0.13
C -1.061 4.088 1.321  0.01
C -2.069 4.953 1.680  0.12
C 0.421 4.307 1.581  0.00
O 0.795 5.312 2.181  0.01
O 1.144 3.352 1.125  0.01
C -2.600 1.211 -0.137  0.14
O -3.667 0.584 -0.405  0.12
O -1.399 0.696 -0.315  0.04
H -5.217 5.105 1.307  0.00
H -4.661 3.092 0.433  0.00
H -1.852 5.881 2.187  0.01
C 3.248 -3.111 -4.582  0.00
C 4.354 -2.584 -3.710  0.00
C 5.661 -3.027 -3.857  0.00
C 6.688 -2.547 -3.055  0.00
C 6.404 -1.578 -2.108  0.00
C 5.110 -1.103 -1.953  0.00
C 4.073 -1.621 -2.729  0.00
N 2.752 -1.187 -2.608  0.00
C 2.122 -0.578 -1.515  0.00
N 2.608 -0.976 -0.324  0.00
C 2.279 -0.597 1.009  0.00
C 1.401 0.447 1.286  0.00
C 1.242 0.735 2.648  0.01
C 1.885 0.034 3.655  0.00
C 2.723 -1.019 3.323  0.00
C 2.935 -1.356 1.995  0.00
C 3.850 -2.505 1.647  0.00
N 1.109 0.203 -1.691  0.01
C 0.707 0.424 -3.044  0.00
C 1.440 1.271 -3.877  0.00
C 1.018 1.550 -5.168  0.00
C -0.137 0.958 -5.654  0.00
C -0.832 0.065 -4.853  0.00
C -0.424 -0.230 -3.554  0.00
C -1.160 -1.236 -2.722  0.00
H 3.619 -3.895 -5.242  0.00
H 2.817 -2.326 -5.211  0.00
H 2.432 -3.517 -3.979  0.00
H 5.874 -3.772 -4.616  0.00
H 7.698 -2.916 -3.182  0.00
H 7.194 -1.166 -1.491  0.00
H 4.903 -0.303 -1.255  0.00
H 2.237 -1.086 -3.469  0.00
H 3.324 -1.677 -0.396  0.00
H 0.588 1.552 2.931  0.00
H 1.726 0.297 4.695  0.00
H 3.222 -1.593 4.099  0.00
H 4.191 -2.999 2.557  0.00
H 4.744 -2.184 1.099  0.00
H 3.347 -3.263 1.035  0.00
H 2.343 1.724 -3.491  0.00
H 1.584 2.244 -5.778  0.00
H -0.494 1.187 -6.651  0.00
H -1.722 -0.422 -5.236  0.00
H -1.979 -1.683 -3.287  0.00
H -1.550 -0.752 -1.825  0.00
H -0.486 -2.033 -2.389  0.00
Cl -1.440 3.581 -2.536  0.01
C 0.267 3.942 -2.488  0.01
C 1.058 3.186 -1.633  0.00
C 2.419 3.461 -1.710  0.01
Cl 3.509 2.485 -0.762  0.00
C 2.974 4.421 -2.548  0.00
Cl 4.683 4.698 -2.605  0.00
C 2.132 5.160 -3.376  0.01
Cl 2.787 6.362 -4.437  0.00
C 0.764 4.913 -3.352  0.00
Cl -0.283 5.797 -4.409  0.00
C -2.088 -6.050 2.590  0.00
C -1.888 -4.545 2.440  0.00
C -2.164 -4.070 1.018  0.00
C -1.819 -2.607 0.745  0.00
N -2.832 -1.674 1.216  0.00
C -2.661 -0.948 2.356  0.00
S -1.417 -1.222 3.436  0.00
N -3.583 0.046 2.493  0.00
C -3.478 1.108 3.482  0.00
C -4.704 1.201 4.396  0.00
C -4.646 0.313 5.638  0.00
C -4.771 -1.177 5.332  0.00
H -1.847 -6.391 3.600  0.00
H -1.451 -6.602 1.891  0.00
H -3.124 -6.333 2.381  0.00
H -0.869 -4.266 2.720  0.00
H -2.538 -4.009 3.135  0.00
H -3.222 -4.227 0.782  0.00
H -1.590 -4.693 0.319  0.00
H -1.746 -2.460 -0.330  0.00
H -0.850 -2.344 1.178  0.00
H -3.215 -1.091 0.460  0.00
H -3.985 0.331 1.601  0.00
H -3.338 2.055 2.958  0.00
H -2.576 0.926 4.065  0.00
H -5.599 0.949 3.816  0.00
H -4.816 2.245 4.705  0.00
H -5.445 0.612 6.326  0.00
H -3.699 0.498 6.157  0.00
H -5.678 -1.378 4.755  0.00
H -4.817 -1.766 6.252  0.00
H -3.915 -1.529 4.753  0.00


The following is a DFT calculation (ωB97M-V with the def2-TZVPD basis set) of a 7-piece molecular cluster, C44H45F51O10PS overall at a distorted geometry.

net charge	+1
orbital gap	8.476	eV
molar mass	1765.77	g/mol
HOMO	-12.52	eV

Each line ends with the Mulliken charge.
Positions of all 152 atoms, in Å:
C 9.641 -2.802 -4.688  -1.21
C 9.255 -1.857 -5.882  -0.33
C 8.527 -0.530 -5.403  -0.74
C 7.090 -0.445 -6.044  -0.61
O 6.263 -1.399 -5.290  -0.20
P 4.685 -1.348 -5.668  0.59
O 4.234 -2.822 -6.159  -0.12
C 4.950 -3.906 -5.466  -0.52
C 3.880 -5.067 -5.240  -0.64
C 2.609 -4.875 -6.172  -0.72
C 3.626 -0.780 -4.280  0.96
C 2.701 -1.740 -3.698  -0.27
C 1.854 -1.265 -2.649  -0.65
C 1.950 0.123 -2.238  -0.20
C 2.894 1.057 -2.813  -0.86
C 3.757 0.595 -3.873  -0.38
S 4.232 -0.004 -7.323  1.03
O 4.488 1.378 -6.961  -0.57
O 4.888 -0.373 -8.551  -0.60
C 2.363 -0.117 -7.492  0.69
F 1.978 0.319 -8.683  -0.17
F 1.937 -1.398 -7.302  -0.19
F 1.757 0.611 -6.529  -0.19
H 10.061 -3.765 -5.073  0.35
H 10.406 -2.349 -4.016  0.34
H 8.762 -3.077 -4.055  0.27
H 10.188 -1.607 -6.439  0.36
H 8.592 -2.451 -6.559  0.25
H 9.135 0.376 -5.604  0.44
H 8.395 -0.643 -4.298  0.29
H 7.184 -0.674 -7.130  0.46
H 6.693 0.589 -5.937  0.47
H 5.369 -3.610 -4.481  0.37
H 5.709 -4.303 -6.175  0.36
H 3.487 -5.031 -4.196  0.28
H 4.333 -6.061 -5.460  0.44
H 2.036 -5.839 -6.176  0.38
H 2.892 -4.703 -7.239  0.27
H 1.903 -4.106 -5.787  0.06
H 2.705 -2.767 -4.108  0.02
H 1.132 -1.982 -2.213  0.45
H 1.265 0.491 -1.433  0.21
H 2.987 2.107 -2.478  0.47
H 4.458 1.328 -4.313  0.33
C 1.499 2.714 3.932  -0.70
C 2.623 1.695 3.656  0.94
C 3.578 2.029 2.507  0.03
F 2.952 2.194 1.323  -0.19
F 4.469 1.020 2.337  -0.28
F 2.069 0.468 3.495  -0.33
F 3.370 1.614 4.792  -0.32
O 0.217 2.468 3.335  -0.38
C 0.026 2.832 2.007  0.88
C -0.129 1.624 1.076  0.10
F 0.892 0.750 1.204  -0.17
F -0.144 2.018 -0.222  -0.32
F 1.005 3.674 1.621  -0.29
F -1.120 3.549 1.968  -0.26
H 1.302 2.655 5.000  0.58
H 1.828 3.739 3.769  0.18
H 4.143 2.940 2.727  0.29
H -1.053 1.085 1.290  0.32
C 5.711 -0.407 8.354  -0.73
C 4.618 -1.076 9.212  0.85
C 4.722 -2.592 9.413  0.09
F 4.722 -3.285 8.260  -0.20
F 3.662 -3.035 10.133  -0.28
F 3.407 -0.731 8.718  -0.26
F 4.692 -0.506 10.450  -0.33
O 5.443 -0.182 6.963  -0.32
C 5.632 -1.277 6.102  0.71
C 4.320 -1.834 5.531  0.69
F 3.430 -2.119 6.503  -0.22
F 4.532 -2.987 4.853  -0.28
F 6.366 -2.214 6.730  -0.29
F 6.393 -0.829 5.080  -0.30
H 5.825 0.601 8.756  0.42
H 6.685 -0.875 8.500  0.33
H 5.631 -2.846 9.968  0.29
H 3.850 -1.116 4.857  -0.19
C -1.750 -5.058 -5.125  -0.94
C -1.854 -4.599 -3.658  0.99
C -3.143 -3.885 -3.250  0.44
F -3.391 -2.780 -3.980  -0.20
F -3.065 -3.485 -1.955  -0.31
F -0.760 -3.848 -3.358  -0.22
F -1.758 -5.720 -2.891  -0.34
O -1.078 -4.196 -6.048  -0.33
C -1.790 -3.125 -6.593  0.70
C -1.295 -1.767 -6.089  1.00
F -1.267 -1.706 -4.740  -0.21
F -2.108 -0.771 -6.506  -0.29
F -3.106 -3.311 -6.396  -0.25
F -1.598 -3.183 -7.927  -0.30
H -1.128 -5.954 -5.109  0.43
H -2.710 -5.394 -5.519  0.35
H -4.000 -4.555 -3.338  -0.15
H -0.285 -1.566 -6.447  -0.45
C -8.905 -6.582 -2.432  -0.72
C -9.429 -7.532 -3.527  0.87
C -8.503 -8.676 -3.947  0.09
F -7.306 -8.250 -4.398  -0.19
F -9.070 -9.382 -4.955  -0.28
F -9.810 -6.796 -4.595  -0.27
F -10.568 -8.100 -3.039  -0.32
O -8.273 -5.367 -2.846  -0.41
C -6.939 -5.419 -3.231  0.85
C -6.736 -5.172 -4.730  0.25
F -7.491 -5.990 -5.483  -0.19
F -5.439 -5.398 -5.077  -0.25
F -6.394 -6.576 -2.808  -0.30
F -6.308 -4.436 -2.547  -0.29
H -9.789 -6.241 -1.892  0.40
H -8.309 -7.108 -1.685  0.32
H -8.334 -9.364 -3.113  0.28
H -6.996 -4.144 -4.990  0.23
C 0.120 7.895 3.551  -0.90
C 0.702 6.779 4.440  0.97
C -0.132 5.506 4.583  0.65
F -1.362 5.728 5.071  -0.22
F 0.481 4.646 5.444  -0.26
F 1.006 7.300 5.648  -0.28
F 1.896 6.412 3.879  -0.31
O -0.614 8.941 4.186  -0.41
C -1.950 8.702 4.507  0.78
C -2.195 8.610 6.016  0.19
F -1.382 7.713 6.608  -0.19
F -3.468 8.212 6.267  -0.24
F -2.388 7.620 3.836  -0.26
F -2.649 9.750 4.025  -0.30
H 0.981 8.409 3.122  0.46
H -0.420 7.493 2.692  0.36
H -0.233 4.998 3.622  -0.30
H -2.027 9.574 6.499  0.18
C -7.764 6.863 7.921  -0.71
C -6.730 5.757 7.633  0.78
C -5.751 6.011 6.485  0.55
F -6.363 6.232 5.305  -0.24
F -4.948 4.931 6.307  -0.29
F -7.385 4.585 7.466  -0.29
F -5.987 5.611 8.768  -0.33
O -9.061 6.739 7.336  -0.40
C -9.227 7.138 6.011  0.77
C -9.493 5.964 5.061  0.21
F -8.552 5.004 5.170  -0.20
F -9.482 6.384 3.774  -0.26
F -8.180 7.894 5.632  -0.27
F -10.304 7.952 5.992  -0.30
H -7.960 6.811 8.993  0.42
H -7.349 7.861 7.763  0.35
H -5.109 6.867 6.704  0.03
H -10.461 5.508 5.275  0.24


The following is a DFT calculation (ωB97M-V with the def2-TZVPD basis set) of C44H45F9FeOP2S3Si as an isolated structure at a distorted geometry.

multiplicity	5
orbital gap (alpha / beta)	6.779 / 6.270	eV
molar mass	1002.90	g/mol
HOMO (alpha / beta)	-7.03 / -7.52	eV

Each line ends with the Löwdin spin population.
Positions of all 106 atoms, in Å:
Fe -0.748 0.605 -0.268  2.86
C -6.195 0.881 -0.314  0.00
C -5.891 1.409 -1.716  0.00
C -4.686 0.739 -2.359  0.01
S -2.994 0.943 -1.667  0.02
O -3.004 0.372 -0.274  0.03
C -2.899 2.774 -1.520  0.00
C -3.607 3.418 -0.328  0.00
C -2.870 3.250 0.996  0.00
H -6.975 1.480 0.156  0.00
H -5.310 0.898 0.321  0.00
H -6.545 -0.151 -0.368  0.00
H -5.759 2.492 -1.702  0.00
H -6.751 1.213 -2.362  0.00
H -4.567 1.058 -3.398  0.00
H -4.809 -0.347 -2.346  0.00
H -3.285 3.145 -2.473  0.00
H -1.823 2.975 -1.481  0.00
H -4.608 3.003 -0.228  0.00
H -3.706 4.483 -0.549  0.00
H -2.763 2.200 1.262  0.00
H -3.424 3.744 1.795  0.00
H -1.879 3.695 0.950  0.00
F 4.806 -5.471 -0.747  0.00
C 4.957 -4.289 -1.382  0.00
F 5.904 -3.606 -0.726  0.00
F 5.452 -4.576 -2.606  0.00
C 3.656 -3.544 -1.465  0.00
C 2.494 -4.253 -1.747  0.00
C 1.279 -3.596 -1.777  0.00
C 1.215 -2.228 -1.510  0.00
C 2.389 -1.525 -1.278  0.00
C 3.614 -2.177 -1.260  0.00
P -0.371 -1.298 -1.471  -0.02
C -1.543 -2.615 -0.992  0.00
C -2.801 -2.727 -1.580  0.00
C -3.728 -3.631 -1.095  0.00
C -3.413 -4.421 0.002  0.00
C -2.170 -4.312 0.610  0.00
C -1.248 -3.404 0.121  0.00
C -4.434 -5.387 0.524  0.00
F -4.178 -5.779 1.782  0.00
F -5.673 -4.857 0.516  0.00
F -4.495 -6.508 -0.228  0.00
C -0.583 -1.180 -3.301  0.00
C -0.331 0.070 -3.862  0.00
C -0.387 0.264 -5.233  0.00
C -0.707 -0.807 -6.054  0.00
C -0.966 -2.059 -5.511  0.00
C -0.895 -2.245 -4.142  0.00
C -0.804 -0.628 -7.541  0.00
F -0.366 0.575 -7.948  0.00
F -2.083 -0.741 -7.966  0.00
F -0.096 -1.558 -8.208  0.00
H 2.543 -5.318 -1.930  0.00
H 0.378 -4.157 -1.987  0.00
H 2.351 -0.458 -1.094  0.00
H 4.518 -1.620 -1.058  0.00
H -3.054 -2.106 -2.431  0.00
H -4.702 -3.725 -1.558  0.00
H -1.932 -4.929 1.465  0.00
H -0.284 -3.307 0.606  0.00
H -0.074 0.897 -3.208  0.00
H -0.181 1.233 -5.665  0.00
H -1.212 -2.885 -6.167  0.00
H -1.084 -3.228 -3.730  0.00
C -0.187 6.084 1.048  0.00
Si 0.341 4.863 2.391  0.01
C 1.992 5.437 3.083  0.00
C -0.989 4.844 3.737  0.00
C 0.460 3.130 1.787  0.04
C 0.417 1.911 1.726  0.02
H -0.153 7.095 1.460  0.00
H -1.205 5.906 0.698  0.00
H 0.479 6.059 0.184  0.00
H 1.932 6.463 3.450  0.00
H 2.764 5.399 2.313  0.00
H 2.314 4.800 3.905  0.00
H -0.878 5.713 4.389  0.00
H -0.912 3.946 4.352  0.00
H -1.993 4.869 3.311  0.00
S 4.847 1.081 0.233  0.39
P 3.489 0.551 1.571  0.34
S 0.381 0.239 1.683  0.13
C 3.884 -1.154 2.154  0.05
C 5.166 -1.431 2.621  0.01
C 5.478 -2.705 3.068  0.00
C 4.518 -3.708 3.048  0.00
C 3.243 -3.435 2.578  0.00
C 2.927 -2.161 2.129  0.00
C 3.753 1.470 3.132  0.04
C 4.709 2.470 3.254  0.02
C 4.887 3.106 4.474  0.00
C 4.100 2.764 5.564  0.01
C 3.130 1.778 5.436  0.00
C 2.954 1.133 4.224  0.01
H 5.914 -0.648 2.630  0.00
H 6.472 -2.913 3.441  0.00
H 4.764 -4.701 3.402  0.00
H 2.491 -4.214 2.573  0.00
H 1.930 -1.944 1.767  0.00
H 5.325 2.730 2.402  0.00
H 5.640 3.877 4.575  0.00
H 4.239 3.264 6.514  0.00
H 2.509 1.515 6.282  0.00
H 2.205 0.356 4.119  0.00